Entry from the OMol25 dataset: a cluster of 2 separate species, C7H14O in total at a distorted geometry (ωB97M-V with the def2-TZVPD basis set).

Its energy relative to the best compared isomer or geometry (same formula, charge and spin) is 217.9 kJ/mol. The value obtained for the LUMO energy is 0.8187 eV. The molecular weight is 114.19 Da. As for the strongest force on any atom: 0.0475 hartree/bohr. As for the SMILES: C=CC(=C)CCC.O. The calculation puts the gap between HOMO and LUMO at 10.092 eV.

Geometry (Å):
C -1.3405 2.8366 1.0185
C -0.3174 2.3153 0.3653
C 0.0173 0.8693 0.1923
C 0.3080 0.1336 1.2640
C -0.1722 0.4122 -1.2268
C -0.9523 -0.9220 -1.3522
C -0.6739 -1.5744 -2.7195
H -2.1944 2.1776 1.2170
H -1.6938 3.8509 1.1488
H 0.5543 2.9036 0.0461
H 0.3313 -0.9475 1.1961
H 0.5591 0.5551 2.2255
H -0.6686 1.1282 -1.8738
H 0.8308 0.2137 -1.6296
H -2.0143 -0.9320 -1.0919
H -0.6124 -1.6121 -0.5739
H -1.5723 -2.0531 -3.1190
H 0.1773 -2.2459 -2.7019
H -0.5378 -0.8049 -3.4881
O 3.1520 -1.9742 4.0335
H 3.9555 -1.6483 3.6295
H 2.8643 -2.6817 3.4401

Cartesian forces, eV/Å:
C -1.95 -0.87 -0.61
C 2.33 0.50 0.55
C -1.75 0.99 0.59
C 0.05 -0.46 -0.59
C -0.19 -1.73 0.17
C 0.77 -0.89 0.25
C -1.16 0.73 -0.36
H 0.49 -0.23 0.40
H 1.01 0.39 -0.14
H -0.60 0.50 -0.10
H 0.41 -0.04 -0.05
H -0.37 0.20 0.05
H 0.12 0.43 0.16
H -0.19 0.12 -0.19
H -0.08 0.92 -0.45
H 0.43 0.04 -0.10
H 0.20 -0.59 0.33
H 0.03 -0.06 -0.10
H 0.49 0.07 0.19
O -0.28 -0.34 -0.14
H 0.26 0.16 -0.07
H 0.01 0.18 0.21

Entry from the OMol25 dataset: a cluster of 2 separate species, C7H14O in total (ωB97M-V with the def2-TZVPD basis set).

Its energy relative to the best compared isomer or geometry (same formula, charge and spin) is 183.7 kJ/mol. As for the multiplicity: 2. The value obtained for the LUMO energy (spin up / spin down) is -4.3938 / -8.7516 eV. The molecular weight is 114.19 Da. As for the net charge: +1. As for the strongest force on any atom: 0.0129 hartree/bohr. The calculation puts the gap between HOMO and LUMO (spin up / spin down) at 9.230 / 4.497 eV.

Geometry (Å):
C 0.4024 -1.7071 -0.4280
O -0.2524 -1.7038 0.8189
C 1.8689 -1.5830 -0.2078
C 2.7690 -2.3026 -0.8605
H 0.0333 -0.8099 -1.0034
H 0.1656 -2.5847 -1.0226
H -1.1798 -1.9355 0.6912
H 2.1535 -0.8800 0.5654
H 3.8188 -2.1752 -0.6572
H 2.4592 -2.9761 -1.6424
C -1.4499 2.8015 1.5913
C -1.0506 1.4825 0.8980
C -1.4611 1.4242 -0.4917
C -0.5652 1.4925 -1.5627
H -2.5307 2.9431 1.5347
H -1.1770 2.7884 2.6385
H -1.0010 3.6705 1.1221
H -1.5591 0.6652 1.4294
H 0.0120 1.2611 0.9374
H -2.5136 1.3079 -0.7537
H -0.9358 1.6204 -2.5728
H 0.5113 1.4382 -1.4649

Cartesian forces, eV/Å:
C 0.18 0.15 0.45
O -0.12 0.10 -0.11
C -0.38 0.16 0.17
C -0.11 0.37 -0.13
H -0.06 0.14 -0.24
H -0.17 -0.13 -0.19
H 0.04 -0.15 0.06
H 0.11 0.01 0.07
H 0.16 -0.14 -0.03
H 0.10 -0.27 -0.09
C -0.53 0.35 -0.13
C 0.25 -0.60 0.10
C 0.20 -0.12 -0.62
C -0.22 -0.25 -0.14
H 0.02 -0.08 0.04
H 0.16 -0.18 0.10
H 0.24 -0.01 -0.09
H -0.09 0.03 0.01
H 0.22 0.29 0.27
H 0.07 0.24 0.15
H -0.08 -0.12 0.00
H 0.01 0.21 0.35

Entry from the OMol25 dataset: a cluster of 2 separate species, C7H14O in total at a distorted geometry (ωB97M-V with the def2-TZVPD basis set).

Its energy relative to the best compared isomer or geometry (same formula, charge and spin) is 112.8 kJ/mol. As for the multiplicity: 2. The value obtained for the LUMO energy (spin up / spin down) is -4.7798 / -8.3399 eV. The molecular weight is 114.19 Da. As for the net charge: +1. As for the strongest force on any atom: 0.0392 hartree/bohr. The calculation puts the gap between HOMO and LUMO (spin up / spin down) at 8.688 / 5.067 eV.

Geometry (Å):
C -0.3862 0.5685 1.2110
C -1.0123 -0.7609 1.0128
C -1.2709 -1.6452 2.0618
C -1.3756 -1.1900 -0.3833
C -0.2231 -0.9237 -1.3301
C 0.1030 -1.7643 -2.2996
C 1.1480 -1.5620 -3.3316
H 0.6988 0.4711 1.2847
H -0.8103 1.2707 0.5067
H -0.7344 0.9196 2.1918
H -1.3169 -1.3452 3.1017
H -1.4275 -2.7130 1.9005
H -2.3168 -0.7279 -0.6767
H -1.5574 -2.2647 -0.3288
H 0.1917 0.0711 -1.2952
H -0.4167 -2.7102 -2.4170
H 1.9979 -2.2388 -3.1581
H 1.5337 -0.5379 -3.3968
H 0.7560 -1.8230 -4.3137
H 2.3377 5.3940 3.2857
H 2.5086 5.1126 1.7297
O 1.9863 5.5605 2.4028

Cartesian forces, eV/Å:
C -1.45 -0.43 1.33
C 0.11 0.20 -1.22
C 0.10 -0.65 0.62
C 0.56 -0.85 0.94
C -0.57 0.39 -0.37
C 0.09 -0.30 -0.02
C 0.55 0.30 -0.36
H 0.06 0.26 -0.39
H 0.68 0.17 -0.57
H 0.34 -0.01 0.09
H 0.02 0.31 -0.03
H 0.02 0.29 -0.24
H -0.12 0.41 -0.11
H -0.25 0.00 -0.24
H 0.33 0.09 0.01
H -0.10 -0.09 0.37
H -0.22 0.14 0.03
H -0.12 -0.20 0.20
H -0.05 -0.02 -0.04
H 0.25 -0.14 -0.45
H 0.23 0.01 0.47
O -0.47 0.12 -0.03

Entry from the OMol25 dataset: an isolated molecule of C7H14OS at a distorted geometry (ωB97M-V with the def2-TZVPD basis set).

Its energy relative to the best compared isomer or geometry (same formula, charge and spin) is 254.5 kJ/mol. The value obtained for the LUMO energy is 0.5616 eV. The molecular weight is 146.26 Da. As for the strongest force on any atom: 0.0670 hartree/bohr. The calculation puts the gap between HOMO and LUMO at 9.554 eV.

Geometry (Å):
C -0.7676 -0.5273 0.5548
C -0.7837 -1.2291 -1.8819
C -1.4730 1.0714 -1.3042
C 1.5471 -0.8632 1.0054
C 0.4443 1.2350 1.6979
C -0.5714 -0.0963 -0.9118
C 0.2551 -0.2719 1.5414
O -2.0272 -1.8684 2.3753
S -1.9694 -1.4797 0.9741
H -1.8732 -1.2696 -2.0403
H -0.3171 -1.0737 -2.8520
H -0.0754 -2.0563 -1.6462
H -2.3370 1.1449 -0.5922
H -1.7668 1.2094 -2.3810
H -0.9885 2.0511 -1.2076
H 1.3230 -1.5778 0.2499
H 2.0751 -1.3521 1.8045
H 2.1944 -0.0899 0.6024
H 0.4624 1.5145 0.6421
H -0.5089 1.6905 2.0102
H 1.4087 1.4186 2.4375
H 0.4495 0.3755 -0.9204
H -0.0010 -0.5903 2.5700

Cartesian forces, eV/Å:
C -0.71 -0.41 -0.84
C 1.58 -0.22 -0.65
C -1.17 1.96 0.21
C 0.39 0.13 0.74
C 0.87 0.09 0.84
C 0.84 1.33 0.36
C 1.12 1.37 1.89
O 0.21 -0.19 1.16
S -1.49 -0.32 -1.51
H 0.54 -1.29 0.19
H -0.37 1.12 -0.44
H -1.69 -0.43 0.64
H 0.34 -0.17 -1.11
H -0.08 -1.15 0.91
H 0.33 -0.18 0.59
H 0.16 -0.74 -0.63
H 0.39 -0.30 0.28
H 0.09 0.04 -0.18
H 1.27 1.10 0.31
H 0.59 0.01 0.70
H -2.59 0.10 -2.27
H -0.57 -1.13 -0.33
H -0.06 -0.71 -0.86

Entry from the OMol25 dataset: a structure of composition C7H14OS at a distorted geometry (ωB97M-V with the def2-TZVPD basis set).

Its energy relative to the best compared isomer or geometry (same formula, charge and spin) is 539.4 kJ/mol. The value obtained for the LUMO energy is 0.3954 eV. The molecular weight is 146.26 Da. As for the strongest force on any atom: 0.0982 hartree/bohr. The calculation puts the gap between HOMO and LUMO at 7.338 eV.

Geometry (Å):
C -2.3313 2.6883 -1.0985
C -0.4310 -0.0217 -1.2237
C 0.1833 0.4474 1.1997
C 1.7909 -0.7229 -0.3575
C -0.0527 -0.8869 1.7617
C 1.5201 -1.9758 0.4356
C 0.7259 0.3331 -0.2113
O 0.9950 -1.8355 1.7437
S -2.3340 1.1189 -1.7776
H -2.0383 3.5066 -1.6848
H -2.3042 2.7699 -0.0578
H -0.9156 -1.0712 -1.3883
H -0.0649 0.1251 -2.3854
H -0.5527 1.1919 1.3620
H 1.0272 0.9696 1.7041
H 2.7311 -0.2038 -0.1238
H 1.9710 -1.0489 -1.3999
H -0.3155 -0.7928 2.8940
H -0.8815 -1.2974 1.1367
H 0.7733 -2.6657 -0.0441
H 2.5094 -2.4740 0.6724
H 1.1624 1.2847 -0.4810
H -3.1680 0.5612 -0.6763

Cartesian forces, eV/Å:
C -0.61 -2.14 -1.64
C -1.10 -0.56 -4.90
C 3.85 1.09 0.14
C 0.88 0.12 -0.34
C -1.98 -1.14 2.55
C 0.87 -1.86 0.88
C -3.05 -0.14 -1.74
O 0.31 1.72 0.07
S 0.59 0.68 4.49
H 0.39 0.69 -0.90
H -0.03 0.05 1.34
H 1.18 1.47 1.29
H -0.41 -0.09 2.84
H -1.47 0.16 -0.34
H -0.11 -0.60 0.41
H 0.05 -0.55 0.59
H -0.47 0.31 0.28
H -0.03 -0.34 -2.08
H -0.06 -0.14 0.79
H 0.98 0.49 -0.35
H -1.16 0.06 -0.91
H -0.19 0.31 -0.40
H 1.58 0.43 -2.08

- What is the strongest force on any atom in the third record?
  0.0392 hartree/bohr